1.
Density functional theory data (ωB97M-V/def2-TZVPD) for the molecule C24H17ClN2O3S.

XYZ file:
```
48
Properties=species:S:1:pos:R:3:mulliken_charge:R:1
O 1.9650 2.2549 0.1609 -0.65
C 1.6183 1.1072 0.1202 0.85
O 1.2095 0.4229 1.1864 -0.42
C 1.5631 0.2865 -1.1584 -1.99
C 1.5034 -1.1992 -0.9572 0.96
C 0.3851 -1.9389 -1.0876 -0.96
C -0.9569 -1.4237 -1.3197 0.19
C -1.8034 -2.0264 -2.2503 -0.67
C -3.0643 -1.5057 -2.4763 -0.79
C -3.5068 -0.3970 -1.7767 -0.62
C -2.6841 0.1907 -0.8177 0.63
N -3.1594 1.3074 -0.1202 -0.06
C -2.5392 2.0290 0.8578 0.54
O -1.4613 1.7707 1.3453 -0.50
C -3.3612 3.2051 1.2956 -0.17
C -4.6711 3.0287 1.7304 -0.35
C -5.4143 4.1030 2.1840 -0.72
C -4.8547 5.3705 2.1993 -0.42
C -3.5555 5.5646 1.7664 -0.53
C -2.8073 4.4842 1.3218 0.42
Cl -1.1946 4.7373 0.7607 -0.19
C -1.4180 -0.3299 -0.5920 -0.78
C 2.7473 -1.8703 -0.6636 0.45
N 2.8843 -3.1411 -0.5291 -0.48
C 4.1586 -3.5049 -0.2378 -0.30
C 4.6137 -4.8072 -0.0389 -0.52
C 5.9452 -5.0101 0.2496 -0.50
C 6.8343 -3.9398 0.3441 -0.42
C 6.4086 -2.6406 0.1509 -0.69
C 5.0718 -2.4278 -0.1395 0.94
S 4.2433 -0.9335 -0.4350 -0.30
H 1.1100 1.0102 1.9530 0.36
H 0.6735 0.6248 -1.6964 0.63
H 2.4377 0.5574 -1.7558 0.63
H 0.4904 -3.0136 -1.0272 0.57
H -1.4610 -2.8854 -2.8070 0.51
H -3.7130 -1.9656 -3.2069 0.38
H -4.4919 0.0070 -1.9643 0.39
H -4.0645 1.6428 -0.4220 0.25
H -5.0984 2.0358 1.7348 0.47
H -6.4267 3.9515 2.5257 0.40
H -5.4314 6.2122 2.5514 0.37
H -3.1130 6.5477 1.7715 0.43
H -0.8045 0.0886 0.1835 1.04
H 3.9167 -5.6263 -0.1144 0.46
H 6.3106 -6.0141 0.4060 0.37
H 7.8725 -4.1293 0.5717 0.38
H 7.0936 -1.8101 0.2229 0.39
```

**HOMO level**: -0.2990 Eh
**E**: -57645.894 eV
**Charge**: 0
**2S+1**: 1

2.
Density functional theory data (ωB97M-V/def2-TZVPD) for a structure of composition C24H17CoN5OS3.

XYZ file:
```
51
Properties=species:S:1:pos:R:3:mulliken_charge:R:1
Co -1.2757 0.0166 0.5384 -0.41
C -0.3862 3.2415 -1.9611 -2.01
C -0.9966 2.1780 -1.1141 1.18
N -0.3296 1.3131 -0.4372 1.61
N 1.0184 1.2449 -0.4062 -1.18
C 1.3487 0.2144 0.3726 0.29
O 0.5173 -0.5219 0.9875 -0.59
C 2.7943 -0.0989 0.5129 0.41
C 3.7588 0.6107 -0.1964 -0.18
C 5.0962 0.2693 -0.0789 -0.70
C 5.4775 -0.7792 0.7493 -0.36
C 4.5173 -1.4835 1.4615 -0.73
C 3.1777 -1.1456 1.3436 -0.29
C -2.4395 1.9840 -0.9858 0.41
C -3.3861 2.7945 -1.5962 -0.97
C -4.7296 2.5221 -1.4016 -0.35
C -5.0956 1.4498 -0.6063 -0.89
C -4.1018 0.6763 -0.0292 -0.15
N -2.8131 0.9348 -0.2167 0.54
H 0.6956 3.1413 -1.9324 0.37
H -0.6603 4.2336 -1.5944 0.37
H -0.7253 3.1574 -2.9960 0.38
H 3.4432 1.4177 -0.8428 0.44
H 5.8445 0.8199 -0.6355 0.38
H 6.5236 -1.0462 0.8384 0.39
H 4.8116 -2.3018 2.1067 0.39
H 2.4111 -1.6852 1.8817 0.47
H -3.0656 3.6249 -2.2091 0.44
H -5.4836 3.1444 -1.8662 0.41
H -6.1325 1.2064 -0.4247 0.41
H -4.3151 -0.1793 0.5991 0.45
S -1.3514 1.4425 2.3070 -0.45
C -2.4347 0.5851 3.3748 0.64
C -2.8654 1.2782 4.5525 -0.10
N -3.1951 1.8398 5.5022 -0.54
C -2.8484 -0.6810 3.1270 0.38
S -2.3674 -1.5686 1.6987 -0.43
C -3.7289 -1.3468 4.0417 -0.13
N -4.4535 -1.8836 4.7577 -0.55
S -1.3687 -1.3206 -1.3299 -0.40
C 0.2466 -2.0221 -1.4856 0.54
C 0.6136 -3.1478 -0.7447 -0.36
C 1.8779 -3.6979 -0.8735 -0.63
C 2.8058 -3.1347 -1.7426 -0.38
C 2.4540 -2.0149 -2.4798 -0.63
C 1.1854 -1.4620 -2.3501 -0.37
H -0.1027 -3.5678 -0.0495 0.37
H 2.1468 -4.5649 -0.2813 0.39
H 3.7992 -3.5572 -1.8310 0.39
H 3.1733 -1.5567 -3.1485 0.38
H 0.9142 -0.5732 -2.9062 0.33
```

**HOMO level**: -0.1617 Eh
**Energy relative to the best compared isomer or geometry (same formula, charge and spin)**: 0.00 kcal per mole
**E**: -104798.553 eV
**Charge**: -1
**2S+1**: 1

3.
Density functional theory data (ωB97M-V/def2-TZVPD) for a structure of composition C24H18AgN5O3PS2.

XYZ file:
```
54
Properties=species:S:1:pos:R:3:mulliken_charge:R:1
Ag -0.3216 -0.0947 -1.6559 0.04
O 1.5085 4.0547 -1.0612 -0.80
S 1.0430 2.6933 -0.9291 1.43
O -0.3579 2.5622 -0.5153 -0.78
O 1.3374 1.8550 -2.1003 -0.69
C 2.0111 1.9883 0.4105 0.21
C 3.1669 2.6755 0.7546 -0.65
C 4.0120 2.1845 1.7377 -0.67
C 3.7039 0.9976 2.3798 -0.72
C 2.5472 0.3124 2.0433 -0.07
C 1.6794 0.7952 1.0655 0.07
P 0.1475 -0.1260 0.6633 0.92
C 0.4469 -1.8002 1.3169 0.23
C 0.8747 -2.7719 0.4157 -0.62
C 1.1117 -4.0736 0.8331 -0.61
C 0.9124 -4.4092 2.1639 -0.50
C 0.4728 -3.4505 3.0702 -0.68
C 0.2376 -2.1509 2.6498 -0.06
C -1.0800 0.5608 1.8151 0.50
C -0.7579 1.4402 2.8421 -0.09
C -1.7487 1.9094 3.6930 -0.75
C -3.0629 1.5002 3.5224 -0.41
C -3.3893 0.6290 2.4922 -0.80
C -2.4032 0.1658 1.6374 -0.49
H 3.3836 3.5991 0.2378 0.53
H 4.9118 2.7286 1.9956 0.37
H 4.3596 0.6001 3.1441 0.41
H 2.3124 -0.6171 2.5446 0.34
H 1.0049 -2.5160 -0.6305 0.18
H 1.4232 -4.8109 0.1034 0.47
H 1.0842 -5.4254 2.4959 0.38
H 0.3038 -3.7196 4.1053 0.39
H -0.1220 -1.4081 3.3523 0.45
H 0.2642 1.7729 2.9703 0.35
H -1.4928 2.6019 4.4846 0.39
H -3.8367 1.8718 4.1826 0.37
H -4.4165 0.3251 2.3387 0.41
H -2.6622 -0.4845 0.8106 0.50
S -3.7422 0.8182 -1.6616 -0.33
C -2.8577 1.0826 -3.0486 0.23
N -1.7504 1.9001 -2.9871 -0.09
C -0.9150 2.0868 -4.0320 0.12
C -1.1927 1.4947 -5.2215 -0.73
C -2.3657 0.7272 -5.2658 -0.03
N -3.1702 0.5376 -4.2581 -0.53
H -1.5133 2.2977 -2.0694 0.21
H -0.0419 2.6907 -3.8368 0.46
H -0.5420 1.5990 -6.0741 0.42
H -2.6587 0.2462 -6.1952 0.40
N -0.4003 -1.4644 -3.3340 -0.52
C 0.0154 -2.5044 -3.6597 0.64
N 0.4556 -3.6345 -4.0926 -0.74
C 0.8522 -4.5135 -3.1919 0.57
N 1.2176 -5.3289 -2.4518 -0.61
```

**HOMO level**: -0.2058 Eh
**Energy relative to the best compared isomer or geometry (same formula, charge and spin)**: 5.56 kcal per mole
**E**: -73734.920 eV
**Charge**: -1
**2S+1**: 1

4.
Density functional theory data (ωB97M-V/def2-TZVPD) for a structure of composition C24H18BCl6F4FeN5O4S.

XYZ file:
```
64
Properties=species:S:1:pos:R:3:mulliken_charge:R:1
Fe 0.1180 -0.4231 0.2185 1.95
Cl 4.7532 0.2664 -1.9446 -0.29
C 3.5271 -0.8439 -2.5001 0.47
C 3.7911 -1.6174 -3.6321 -0.60
C 2.8663 -2.5032 -4.1067 0.78
Cl 3.2434 -3.4610 -5.5280 -0.33
C 1.6153 -2.6554 -3.4617 -0.36
C 0.5989 -3.5457 -3.8708 -0.80
C -0.5629 -3.6060 -3.1598 -1.12
C -0.7345 -2.7800 -2.0317 -0.63
N 0.1890 -1.9367 -1.6344 0.51
C 1.3554 -1.8651 -2.3212 -0.05
C 2.3230 -0.9193 -1.7835 -0.57
O 2.0526 -0.2461 -0.7497 0.01
H 4.7441 -1.5094 -4.1330 0.43
H 0.7578 -4.1684 -4.7415 0.39
H -1.3630 -4.2770 -3.4426 0.47
H -1.6453 -2.8264 -1.4548 0.68
Cl -2.0111 4.0489 5.1116 -0.26
C -1.0000 3.0338 4.1240 0.51
C 0.3470 2.9301 4.3880 0.12
Cl 1.0612 3.7904 5.7216 -0.26
C 1.1522 2.1149 3.5655 0.37
Cl 2.8668 1.9576 3.8808 -0.24
C 0.6354 1.4206 2.4729 -0.73
O 1.3152 0.6826 1.6714 -0.38
C -0.7960 1.4895 2.2333 -0.54
O -1.2505 0.7637 1.2732 -0.16
C -1.5669 2.3073 3.0558 0.07
Cl -3.2701 2.3955 2.7273 -0.24
C 3.6059 -1.3640 2.1338 -0.85
N 2.5661 -1.3916 3.1538 -0.23
C 1.3223 -1.8419 2.8698 0.44
S 0.9722 -2.8083 1.5296 -0.46
N 0.3645 -1.4877 3.7462 -0.15
C -1.0459 -1.7785 3.5281 -0.79
H 4.5157 -0.9845 2.6005 0.33
H 3.3187 -0.7201 1.3008 0.22
H 3.7862 -2.3706 1.7646 0.32
H 2.5744 -0.5637 3.7363 0.23
H 0.5554 -0.6592 4.2926 0.31
H -1.4496 -1.2644 2.6530 0.14
H -1.5892 -1.4574 4.4163 0.34
H -1.1822 -2.8482 3.3848 0.27
N -4.1340 3.6022 -2.6752 -0.47
C -3.2872 2.6207 -3.1434 0.25
O -3.5851 1.9053 -4.0765 -0.63
C -1.9785 2.5501 -2.4299 0.05
C -1.2391 3.6865 -2.1339 -0.11
C -0.0454 3.5495 -1.4468 -1.19
C 0.3384 2.2844 -1.0337 -0.47
N -0.3913 1.1966 -1.2881 0.34
C -1.5107 1.3163 -1.9906 -0.51
H -5.0804 3.5180 -3.0117 0.25
H -4.0345 3.8662 -1.7077 0.24
H -1.5899 4.6621 -2.4496 0.46
H 0.5711 4.4052 -1.2083 0.44
H 1.2383 2.1138 -0.4527 0.55
H -2.0958 0.4166 -2.1384 0.56
F -3.6399 -2.8684 -0.5644 -0.38
B -3.3429 -1.6221 0.0372 -0.02
F -4.0482 -1.4811 1.2241 -0.39
F -3.6406 -0.5949 -0.8720 -0.35
F -1.9313 -1.6046 0.3038 0.05
```

**HOMO level (alpha / beta)**: -0.0672 / -0.0668 Eh
**Energy relative to the best compared isomer or geometry (same formula, charge and spin)**: 10.14 kcal per mole
**E**: -172738.042 eV
**Charge**: -2
**2S+1**: 5